Record 1
C2H3F2PS | ωB97M-V with the def2-TZVPD basis set

ORCA input file:
```
! wB97M-V def2-TZVPD RIJCOSX def2/J DEFGRID3
* xyz 0 3
C -1.56678 -0.30899 0.26822
C -0.79744 0.47542 -0.46808
F 1.85923 -1.34682 -0.79300
F 1.27335 -0.55630 1.34454
P 1.43640 0.09025 -0.15788
S 2.85618 1.46528 -0.31306
H -2.61756 0.06208 0.31887
H -1.36677 -1.24808 0.80626
H -1.07660 1.36716 -1.00588
*
```

Properties
ΔE to the lowest compared entry with this formula, charge and spin = 0.000 eV
Total energy = -1017.1552 Ha
Highest occupied orbital energy (alpha / beta) = -0.2278 / -0.3744 Eh
Gap between HOMO and LUMO (alpha / beta) = 6.88 / 6.37 eV

---

Record 2
C2H3F3IN | ωB97M-V with the def2-TZVPD basis set

ORCA input file:
```
! wB97M-V def2-TZVPD RIJCOSX def2/J DEFGRID3
* xyz 0 1
C 0.48659 -0.37027 0.49901
C 0.38193 1.00239 -0.16530
N -1.19837 -1.25712 -0.39022
F 1.24348 1.95589 0.33759
F 0.52550 0.92303 -1.45969
F -0.83941 1.50214 0.13770
I 2.12310 -1.60814 -0.21197
H 0.42313 -0.39362 1.63288
H -1.39378 -0.43099 -0.89435
H -1.75218 -1.32330 0.51434
*
```

Properties
ΔE to the lowest compared entry with this formula, charge and spin = 2.666 eV
Total energy = -729.9694 Ha
Highest occupied orbital energy = -0.3585 Eh
Gap between HOMO and LUMO = 9.52 eV

---

Record 3
C2H3F3O | ωB97M-V with the def2-TZVPD basis set

ORCA input file:
```
! wB97M-V def2-TZVPD RIJCOSX def2/J DEFGRID3
* xyz 0 1
C -1.55469 1.21630 0.55158
C 1.24706 -0.43323 -0.34483
O -2.11469 0.52411 -0.15109
F 0.90841 0.80215 -0.78480
F 1.43356 -0.33720 0.98540
F -1.73242 -1.22185 -0.20063
H 0.41667 -1.12118 -0.54383
H -0.79466 1.30174 1.30853
H 2.19077 -0.73085 -0.82033
*
```

Properties
ΔE to the lowest compared entry with this formula, charge and spin = 5.031 eV
Total energy = -452.6689 Ha
Highest occupied orbital energy (alpha / beta) = -0.3515 / -0.3938 Eh
Gap between HOMO and LUMO (alpha / beta) = 8.51 / 9.79 eV

---

Record 4
C2H3F3O | ωB97M-V with the def2-TZVPD basis set

ORCA input file:
```
! wB97M-V def2-TZVPD RIJCOSX def2/J DEFGRID3
* xyz 0 1
C 0.79482 -0.79127 0.16717
C 1.47446 0.33755 0.17806
O -1.72251 0.24823 -0.22477
F 2.26129 0.80665 1.11779
F 1.39048 1.16880 -0.86374
F -2.98935 0.16201 0.33718
H -0.13707 -0.92366 -0.53194
H -1.95277 0.56222 -1.12701
H 0.88065 -1.57053 0.94726
*
```

Properties
ΔE to the lowest compared entry with this formula, charge and spin = 5.195 eV
SMILES = C=C(F)F.OF
Total energy = -452.6629 Ha
Highest occupied orbital energy = -0.3613 Eh
Gap between HOMO and LUMO = 10.49 eV

---

Record 5
C2H3F3O3SYb | ωB97M-V with the def2-TZVPD basis set

ORCA input file:
```
! wB97M-V def2-TZVPD RIJCOSX def2/J DEFGRID3
* xyz 1 2
S -1.45072 -0.29345 -0.70944
O -0.63847 -1.43517 -1.26751
O -1.76976 -0.74629 0.69401
C -0.34266 1.22326 -0.55030
F -0.03932 1.48792 -1.82401
F -1.22646 2.12952 -0.11348
F 0.91364 2.12787 0.04169
O -2.60243 0.05727 -1.51514
Yb -0.27334 -2.60935 0.79113
C 1.58549 -0.54256 1.00128
H 1.24255 0.01052 1.89741
H 2.40046 -1.15660 1.42059
H 2.20101 -0.25292 0.13379
*
```

Properties
ΔE to the lowest compared entry with this formula, charge and spin = 1.147 eV
Total energy = -2159.7720 Ha
Highest occupied orbital energy (alpha / beta) = -0.5431 / -0.5425 Eh
Gap between HOMO and LUMO (alpha / beta) = 8.89 / 7.64 eV

---

Record 6
C2H3F3S | ωB97M-V with the def2-TZVPD basis set

ORCA input file:
```
! wB97M-V def2-TZVPD RIJCOSX def2/J DEFGRID3
* xyz 0 3
C -0.74868 0.14381 -0.12942
C 0.20417 -0.39023 0.85271
F 0.09283 -1.62477 1.27983
F 1.74250 -0.97790 -0.49525
F 0.85754 0.34907 1.67082
S -0.01359 1.67112 -0.79279
H -1.70479 0.32894 0.35649
H -1.19434 -0.61537 -0.95144
H 0.76436 1.11533 -1.79096
*
```

Properties
ΔE to the lowest compared entry with this formula, charge and spin = 2.513 eV
Total energy = -775.5586 Ha
Highest occupied orbital energy (alpha / beta) = -0.2497 / -0.3582 Eh
Gap between HOMO and LUMO (alpha / beta) = 7.45 / 5.26 eV

---

Question: The lowest total energy belongs to which entry?
Answer: C2H3F3O3SYb